1.
57
Properties=species:S:1:pos:R:3:forces:R:3:nbo_charge:R:1 method="wB97M-V/def2-TZVPD" e_tot_ev=-61962.5904 smiles="Oc1ccc(Cl)cc1Oc1ccc(Cl)c2cccnc12.CNC(=O)[C@@H](NC(C)=O)C(C)C" charge=0 gap_ha=0.2723
O -1.92009 3.68202 0.38048 -0.0130 0.0580 0.3170 -0.64
O -0.04847 4.50263 -3.33798 -0.4326 -0.3192 0.2534 -0.63
Cl -3.35337 0.40054 5.76009 0.0808 -0.1227 -0.2060 -0.01
Cl 0.71671 -7.22895 3.20642 -0.1820 0.4474 -0.1662 0.01
N 0.19822 -2.77641 0.62088 1.3014 -0.0001 -0.6069 -0.45
O -0.90588 -0.38420 0.44181 -0.3865 0.3504 0.3286 -0.72
O -2.42944 -2.45297 1.58099 0.3888 -0.4554 -0.3822 -0.52
C -1.38002 3.24553 -0.62515 -1.9724 0.1001 0.0857 0.69
C 0.96505 4.02595 -2.85132 -1.5442 0.0602 0.0046 0.67
C 1.45289 -2.92319 0.17183 -1.5345 0.0454 0.6260 0.07
C -1.90034 1.17885 3.59205 -0.0913 -0.1601 -0.1448 -0.21
C -1.33425 0.98998 2.33013 -0.4187 -0.1985 0.5780 -0.24
C -2.78048 -1.07142 3.52440 0.0971 0.1853 -0.0377 -0.28
C -2.20301 -4.49320 2.78900 0.5341 1.1150 -0.8887 -0.25
C 2.24719 -4.00454 0.53830 0.1082 -1.1186 0.6597 -0.26
C -1.46438 -5.61791 3.16465 1.2731 -0.6338 -0.1843 -0.21
C -2.62623 0.14881 4.19379 0.3475 -0.2036 -0.8232 -0.05
C -1.48754 -0.22454 1.66492 0.3256 -0.3851 -0.4790 0.26
C -2.20886 -1.27653 2.25965 -0.0573 1.6141 1.1732 0.26
C -1.64202 -3.51708 1.95705 -1.0065 -1.1706 1.0292 0.38
C 1.73274 -4.97659 1.39006 0.9017 1.0010 -1.0574 -0.11
C -0.15457 -5.79230 2.71277 -1.7441 -0.1188 0.8222 -0.01
C -0.32325 -3.69154 1.47036 0.2425 0.1239 -0.2267 0.11
C 0.42451 -4.83014 1.86650 0.2217 -0.4936 0.2071 -0.13
N 2.13931 4.48208 -3.30236 1.6936 0.0355 0.0028 -0.61
N -0.04505 3.20674 -0.65921 1.8989 0.0322 -1.0625 -0.61
C -2.24182 2.71605 -1.75355 0.2605 0.1512 0.0697 -0.73
C 3.49126 4.17753 -2.82982 -0.4368 -0.0507 -0.0355 -0.42
C 2.16689 0.73609 -2.02377 -0.3726 0.2050 0.2235 -0.60
C 0.44290 1.29323 -3.72327 -0.2401 0.3491 0.3287 -0.61
C 0.84343 1.47466 -2.25617 0.1228 -0.5936 -0.6593 -0.23
C 0.91619 2.94005 -1.75171 0.1168 -0.0556 0.6120 -0.12
H -0.66565 -1.34119 0.36017 0.0972 0.0747 -0.1440 0.51
H 1.86130 -2.17422 -0.49971 -0.3232 0.1140 0.0658 0.21
H -1.79061 2.13174 4.10050 -0.0177 -0.1418 -0.0728 0.23
H -0.78358 1.79227 1.85289 -0.0953 -0.1189 -0.0029 0.24
H -3.36537 -1.85989 3.98344 0.0431 0.0003 -0.0520 0.23
H -3.22538 -4.37063 3.13326 0.1578 0.0372 -0.0762 0.24
H 3.25639 -4.08622 0.14968 -0.1041 -0.0050 0.0600 0.23
H -1.90883 -6.36962 3.81073 0.0881 0.1188 -0.1091 0.24
H 2.34715 -5.82909 1.66693 -0.2490 0.1433 0.0251 0.24
H 2.04806 5.17821 -4.02752 -0.1248 -0.0818 0.0864 0.41
H 0.35565 3.55504 0.19601 0.0236 0.1708 -0.0192 0.40
H -3.28660 2.86179 -1.48465 0.1623 0.0098 0.1443 0.24
H -2.04125 3.25726 -2.67198 0.1669 -0.0559 -0.1879 0.25
H -2.06108 1.65301 -1.88544 0.0606 -0.1455 -0.1403 0.23
H 4.20348 4.84950 -3.31191 -0.1850 -0.0623 0.0349 0.22
H 3.56263 4.32505 -1.75040 0.1158 -0.0443 -0.0532 0.20
H 3.76318 3.15276 -3.08141 0.1480 0.0204 0.0830 0.20
H 2.95715 1.16190 -2.63812 0.1803 -0.0414 -0.0170 0.19
H 2.04452 -0.31407 -2.28916 0.0896 -0.0258 -0.0520 0.21
H 2.44265 0.79403 -0.97058 0.1778 -0.0289 0.0339 0.21
H 0.33008 0.23175 -3.94446 0.0587 0.0078 -0.0389 0.21
H -0.51052 1.78602 -3.91183 0.0522 0.0122 -0.1955 0.23
H 1.20098 1.71606 -4.38284 -0.0099 0.0165 -0.1526 0.20
H 0.10404 0.94345 -1.66080 -0.1437 0.2415 0.2405 0.24
H 1.87343 3.01587 -1.24461 0.1484 -0.0092 0.1785 0.21

---

2.
17
Properties=species:S:1:pos:R:3:forces:R:3:nbo_charge:R:1 method="wB97M-V/def2-TZVPD" relative_energy_kj_mol=316.4 e_tot_ev=-7297.6690 smiles="CCCNC=[NH2+]" charge=+1 gap_ha=0.3517
C 1.15917 1.92611 -0.06560 -2.2905 -2.8130 0.3768 -0.60
C 1.85939 0.53062 0.25412 1.0905 2.2932 -1.1834 -0.43
C 1.02914 -0.68909 0.46835 -0.2584 -1.2110 1.4138 -0.22
N -0.46114 -0.82311 0.52295 1.8540 -0.6416 -0.3984 -0.52
C -1.35550 -0.22272 -0.17030 -2.7855 1.0914 -0.5117 0.46
N -2.26704 -0.78387 -1.00985 0.0705 -1.1520 0.7355 -0.76
H 0.36462 2.02497 0.70897 0.6986 0.6201 -0.2920 0.19
H 0.63692 2.09846 -1.04451 0.7420 -0.7631 0.6117 0.22
H 1.92261 2.60924 0.01410 1.3424 1.9807 0.4163 0.24
H 2.45157 0.64868 1.23283 -0.7320 0.1989 -1.7212 0.24
H 2.59997 0.36064 -0.59353 -0.8360 -0.0575 1.2042 0.24
H 1.23349 -0.92913 1.48324 0.5387 -0.9024 0.7523 0.22
H 1.30600 -1.54535 -0.14688 0.1811 0.1991 -0.1217 0.23
H -0.73280 -1.68313 0.96692 0.0896 -1.0336 -0.8786 0.43
H -1.53835 0.79227 0.16257 0.1053 0.7148 -1.0624 0.20
H -3.22522 -0.80073 -0.65536 -0.0824 0.8230 -0.7987 0.44
H -2.07465 -1.59659 -1.63944 0.2720 0.6531 1.4574 0.44

---

3.
92
Properties=species:S:1:pos:R:3:forces:R:3:lowdin_charge:R:1 method="wB97M-V/def2-TZVPD" spin_multiplicity=2 e_tot_ev=-448276.3769 charge=-1 gap_ha="0.1871 / 0.1867"
Ce 5.97166 -17.22496 -5.64674 0.1493 1.0025 0.1729 0.29
C 10.89787 -20.40354 -5.35180 -1.2542 -0.6198 0.3565 -0.46
C 11.40950 -19.34262 -6.27392 1.2964 1.2126 0.2267 -0.45
As 10.50286 -17.60798 -5.78719 0.2279 -0.5086 -0.8072 1.34
C 10.87301 -16.56629 -7.44533 0.0046 -0.4186 0.4092 -0.41
C 10.84769 -15.19659 -7.29340 0.3123 1.1786 -0.1566 -0.16
C 11.17901 -14.34720 -8.35609 -0.2334 -0.4897 0.0998 -0.08
C 11.35550 -14.90055 -9.62324 -0.1768 0.8214 0.2396 -0.10
C 11.14399 -16.25148 -9.82876 0.7752 -0.3403 -0.6437 -0.09
C 11.05513 -17.08626 -8.72648 -0.8330 -1.3308 0.2620 -0.10
C 11.94577 -16.92281 -4.65507 0.2899 0.0868 -0.0038 -0.39
C 13.04013 -16.27933 -5.23670 -0.6143 0.1347 -0.1900 -0.12
C 13.97374 -15.65601 -4.42973 0.4729 -0.2173 -0.4253 -0.09
C 13.89132 -15.76160 -3.05745 -0.2049 -0.3779 0.4912 -0.10
C 12.88614 -16.51007 -2.45470 -0.0561 0.1107 -1.3977 -0.08
C 11.90008 -17.06157 -3.26200 -0.3828 -0.2227 -0.2292 -0.11
As 9.04445 -20.95759 -5.95345 0.6580 0.5164 1.2099 1.32
C 8.85328 -22.29382 -4.52406 -0.6914 0.9693 0.2162 -0.40
C 9.19468 -21.99486 -3.20479 1.3198 0.2911 0.3402 -0.11
C 8.98488 -22.90798 -2.16903 -1.0951 0.3049 -0.7553 -0.08
C 8.16052 -24.01111 -2.44339 0.8568 -0.0382 0.7481 -0.10
C 7.86048 -24.33068 -3.75172 -1.0424 -0.0163 -0.1396 -0.10
C 8.14371 -23.44518 -4.78307 0.6249 -0.9638 -0.0375 -0.12
C 9.49154 -22.23494 -7.28507 0.1624 -0.8946 -1.3292 -0.45
C 8.68684 -22.25272 -8.43260 -0.7602 0.8050 0.0311 -0.12
C 8.79485 -23.28646 -9.36556 -0.3882 0.4768 0.4299 -0.10
C 9.72637 -24.28172 -9.17985 0.1244 -0.3496 -0.4118 -0.10
C 10.58761 -24.25774 -8.07931 -0.8030 0.6879 -0.3430 -0.09
C 10.45456 -23.25038 -7.13850 0.3130 0.1893 0.5001 -0.11
H 10.63983 -20.00824 -4.36028 0.4847 0.0693 -0.1241 0.02
H 11.52449 -21.29241 -5.19821 -0.0532 0.2841 -0.2307 0.07
H 11.17454 -19.52682 -7.30631 -0.1456 -0.3078 -0.5163 0.02
H 12.52755 -19.19190 -6.22871 -1.0934 -0.0882 0.0843 0.09
H 10.64455 -14.75336 -6.32298 0.0304 -0.0375 0.0269 0.11
H 11.25449 -13.27156 -8.20270 0.0185 -0.2597 -0.0224 0.10
H 11.65025 -14.23766 -10.42945 -0.2786 -0.1424 -0.1461 0.10
H 11.14897 -16.64731 -10.85978 0.1424 0.0976 0.7501 0.11
H 11.01299 -18.18902 -8.84482 0.0346 0.8918 -0.1741 0.10
H 13.07631 -16.21384 -6.32979 0.2534 0.0531 0.4990 0.10
H 14.82514 -15.16120 -4.88332 -0.0949 0.1549 0.0409 0.10
H 14.63090 -15.30343 -2.43832 0.4397 0.2803 0.2629 0.09
H 12.85805 -16.68255 -1.41094 0.0108 0.0634 0.9106 0.09
H 11.07845 -17.60948 -2.79927 0.1151 0.1273 -0.1367 0.08
H 9.75310 -21.05791 -2.99295 -0.5143 -0.7951 -0.0216 0.09
H 9.36073 -22.69688 -1.17722 -0.2027 0.0154 0.0754 0.10
H 7.78535 -24.62394 -1.62214 0.3437 -0.0621 -0.2504 0.10
H 7.28886 -25.23372 -3.96763 0.1091 0.1890 0.0575 0.10
H 7.93187 -23.73658 -5.80376 -0.2316 0.0798 -0.0309 0.10
H 7.90625 -21.44604 -8.59698 1.0132 -1.0037 0.3284 0.10
H 8.08244 -23.32408 -10.18065 0.1932 0.0049 -0.1319 0.10
H 9.75107 -25.06639 -9.93762 0.2727 0.0034 0.3661 0.10
H 11.32430 -25.01100 -7.95823 0.5429 -0.5931 0.1210 0.09
H 11.11622 -23.27522 -6.25037 -0.5387 0.1015 -0.5486 0.11
N 6.86460 -15.27577 -7.18185 -1.4601 0.8753 1.4377 -0.08
C 6.38932 -13.96990 -6.61878 0.7694 -1.1150 -0.2487 -0.14
C 5.72968 -14.10873 -5.23782 -0.5521 -0.8951 1.5584 -0.55
O 5.72146 -13.13369 -4.50027 -0.1618 -0.6161 -0.5985 0.04
O 5.22341 -15.32621 -4.87162 1.1001 3.1097 -0.8548 -0.30
H 7.84076 -15.37644 -7.29620 1.1683 0.2845 -0.1826 0.05
H 6.40671 -15.50942 -8.04239 -0.4086 0.0601 -0.6500 -0.06
H 5.68445 -13.51696 -7.30633 -0.3095 -0.0660 -0.1239 0.07
H 7.24128 -13.29567 -6.55022 -0.0969 0.1482 0.3204 0.11
Se 4.03661 -18.09797 -7.66331 -0.6924 -0.7815 -0.0673 0.08
Se 2.98387 -15.90313 -7.25768 0.8129 -1.1492 -0.1502 -0.01
Se 3.93791 -15.10762 -9.13195 0.1062 1.2554 -1.0413 -0.18
Se 6.37518 -18.17537 -8.16003 -0.4142 -0.7345 -1.8312 0.14
C 8.53364 -17.10415 -1.59383 0.5306 0.1406 0.6924 -0.11
C 7.50557 -17.55375 -0.75945 -0.6048 -0.2036 -1.6488 -0.08
C 6.26420 -17.90484 -1.31711 0.6333 -0.1881 -0.4395 -0.03
C 6.06737 -17.88122 -2.72051 1.3025 0.3816 1.5650 -0.22
C 7.09589 -17.31967 -3.48507 0.0252 -0.8085 -1.2469 -0.22
C 8.31330 -16.93390 -2.93904 -0.6625 0.0843 -0.1173 -0.15
C 4.90222 -18.60616 -3.28082 -1.6107 -1.7038 -1.1844 -0.19
C 3.67211 -18.76265 -2.50678 -0.2441 0.3029 -0.3268 0.01
C 2.58069 -19.45553 -3.00943 1.1309 -0.1204 -1.0535 0.02
C 2.75117 -20.19274 -4.27448 1.5290 0.0760 0.5638 -0.12
C 1.89004 -21.22102 -4.70742 0.0315 -1.1678 -0.1751 -0.05
C 2.28873 -22.13574 -5.68660 0.1074 0.6027 0.1822 -0.09
C 3.50913 -21.98598 -6.40377 -0.3846 0.9819 1.1938 -0.05
C 4.34332 -20.91916 -6.05600 -0.9504 -0.9528 -0.4972 -0.07
C 4.03942 -20.07795 -4.96846 -1.5470 0.2605 1.6794 -0.24
N 5.00485 -19.21871 -4.50233 -0.0379 0.4106 2.1272 0.02
H 9.52401 -16.90952 -1.16496 -0.3384 0.0240 -0.0150 0.09
H 7.75069 -17.73918 0.24999 -0.1755 -0.0511 1.1069 0.08
H 5.49197 -18.34640 -0.72550 -0.2055 -0.1312 0.7209 0.08
H 9.05750 -16.52691 -3.62894 -0.0052 -0.0656 0.5323 0.04
H 3.63222 -18.22089 -1.54202 -0.2219 -0.4696 -0.7757 0.11
H 1.60854 -19.49513 -2.48272 0.7625 -0.0280 -0.2996 0.12
H 0.97417 -21.47604 -4.15248 0.3730 0.4934 -0.2430 0.11
H 1.65113 -22.99637 -5.88181 0.0729 0.2222 -0.0587 0.09
H 3.75829 -22.71931 -7.16833 0.1200 0.3771 0.0659 0.10
H 5.21184 -20.71036 -6.64669 0.6049 0.0308 0.0310 0.07